The following is a DFT calculation (the ωB97M-V functional and the def2-TZVPD basis) of an isolated ion of composition C9H12N and charge +1.

Results
DFT total energy (a.u.): -404.52912
Kohn-Sham gap (eV): 7.3
ΔE to the lowest compared entry with this formula, charge and spin (kJ/mol): 199.1
LUMO (eV): -5.31
SMILES: CC1=C\C\[NH+]=C/C=C\C=C/1
Charge: +1

The geometry in XYZ format:
```
22
Properties=species:S:1:pos:R:3:lowdin_charge:R:1
C 0.075 1.914 -2.304 -0.0325
C -0.172 0.839 -1.231 -0.2519
C -1.357 0.688 -0.602 -0.0278
C -1.723 -0.424 0.324 -0.1613
N -0.746 -1.486 0.306 0.0862
C -0.111 -1.909 1.451 0.0199
C 0.444 -0.948 2.236 -0.0626
C 1.246 -0.021 1.678 0.0253
C 1.656 0.013 0.295 -0.0679
C 1.086 0.208 -0.883 -0.0524
H 0.368 2.789 -1.679 0.1028
H -0.838 2.325 -2.730 0.0797
H 0.861 1.747 -3.054 0.0925
H -2.087 1.447 -0.760 0.1154
H -2.021 -0.032 1.334 0.1561
H -2.695 -0.789 -0.061 0.1423
H -1.066 -2.306 -0.249 0.1865
H 0.111 -2.898 1.614 0.1330
H 0.628 -1.215 3.242 0.1246
H 1.886 0.471 2.398 0.1358
H 2.711 -0.266 0.312 0.1378
H 1.741 -0.148 -1.637 0.1187
```